1:
Entry from the OMol25 dataset: one molecule with the formula C7H12N2 (ωB97M-V with the def2-TZVPD basis set).

As for the total charge: 0. The calculation puts the molecular weight at 124.187 Da. As for the SMILES: C[C@]12N[C@@]1(C)[C@@H]1C[C@@]12N. As for the spin multiplicity: 1.

Geometry (Å):
N 1.48517 -0.74124 -1.88546
N -0.44455 1.80786 -0.30676
C -0.46907 -1.78880 -0.33155
C -0.98430 -0.52862 -0.90967
C -1.76657 0.52496 1.45314
C -0.94872 0.57916 0.19647
C 0.52802 -0.52634 -0.87942
C 0.55412 0.57784 0.09663
C 1.66398 0.97201 1.01718
H 1.16087 -1.35246 -2.62413
H -0.28730 -2.64202 -0.97180
H -1.53515 -0.37232 2.02504
H -2.83023 0.52774 1.21381
H 2.36577 -1.07698 -1.51435
H -1.54598 1.39531 2.06736
H -1.63623 -0.44475 -1.76921
H 2.48597 1.40652 0.44771
H 2.04286 0.10771 1.56541
H -0.48726 1.88669 -1.32089
H -0.65886 -2.02702 0.70416
H 1.30746 1.71474 1.72631


2:
Entry from the OMol25 dataset: one molecule with the formula C7H12N2 (ωB97M-V with the def2-TZVPD basis set).

As for the total charge: 0. The calculation puts the molecular weight at 124.187 Da. As for the SMILES: C=NN1CC[C@@H]2C[C@@]21C. As for the spin multiplicity: 1.

Geometry (Å):
N -0.40325 0.61485 0.38629
N -0.32027 0.54204 1.76236
C -0.13400 -0.87302 -1.33216
C 1.98782 0.37839 -0.34355
C 0.45612 1.45634 2.19047
C -1.59435 -0.46313 -1.33747
C 0.60286 -0.20333 -0.25976
C 0.39260 -1.66594 -0.13546
C -1.81338 0.33350 -0.06457
H 1.23052 -2.31963 -0.24952
H 0.58230 1.42337 3.32161
H -2.24773 1.37334 -0.30241
H 2.09345 1.33451 -0.93339
H -1.92454 0.07948 -2.24710
H 2.12219 0.59937 0.74230
H 2.71986 -0.40442 -0.70210
H 0.95369 2.20752 1.56456
H 0.52472 -0.94118 -2.17105
H -2.33326 -1.27982 -1.29857
H -2.53717 -0.20455 0.75093
H -0.35818 -1.98769 0.65858


Stability, lowest: 2


1:
Entry from the OMol25 dataset: a 2-piece molecular cluster, C4H9NO3S overall (ωB97M-V with the def2-TZVPD basis set).

As for the total charge: 0. The calculation puts the molecular weight at 151.187 Da. As for the spin multiplicity: 1.

Geometry (Å):
S 0.74832 2.10182 -0.16321
O -0.74530 -1.50110 -0.28863
O 3.25706 -0.88146 -0.68823
O 3.30654 -0.22468 1.54317
N 0.66987 -0.08554 -1.87187
C 0.76576 0.30336 -0.36446
C 3.26007 -0.60321 0.44304
C -0.84197 0.10688 1.45401
C -0.64046 -0.10637 -0.06017
H -0.89339 1.09033 1.81016
H 1.25666 2.18695 1.07439
H 1.61216 -0.11949 -2.25191
H -0.11949 -0.30442 2.08141
H 0.25860 0.74071 -2.36159
H 0.16874 -0.88897 -1.69585
H -0.07562 -1.86685 0.37097
H -1.48664 0.50311 -0.49121
H -1.82482 -0.19698 1.87080


2:
Entry from the OMol25 dataset: one molecule with the formula C4H9NO3S (ωB97M-V with the def2-TZVPD basis set).

As for the total charge: 0. The calculation puts the molecular weight at 151.187 Da. As for the spin multiplicity: 1.

Geometry (Å):
S 0.77915 -0.92382 -0.74549
O 1.44769 1.88537 2.14750
O 2.23725 1.25597 -0.22531
O 0.18633 -1.94839 0.18249
N 0.94198 0.77563 1.45925
C -0.10386 0.11010 2.33898
C -0.61179 -0.05333 -1.56010
C 1.38804 0.53205 0.23611
C -1.45783 -0.98172 -2.32316
H -0.05903 0.86029 -2.08980
H -2.23083 -0.51612 -2.69246
H -0.32307 -0.90160 1.74144
H -0.90456 -1.33522 -3.13216
H 0.43491 -0.14286 3.26427
H 1.81261 2.26484 1.50759
H -0.62037 0.85474 2.42380
H -1.09808 0.20039 -0.78320
H -1.81855 -1.93634 -1.74975


Stability, lowest: 2


1:
Entry from the OMol25 dataset: a 2-piece molecular cluster, C4H4O3 overall (ωB97M-V with the def2-TZVPD basis set).

As for the total charge: 0. The calculation puts the molecular weight at 100.073 Da. As for the spin multiplicity: 1.

Geometry (Å):
O 1.03308 -1.30135 -1.14024
O -0.95063 -3.15105 0.20647
O 0.12138 1.50598 1.04967
C 1.22323 -0.46124 -0.29141
C -1.01420 1.20767 0.21244
C -0.71977 -2.08910 0.53121
C 0.32066 0.67906 -0.05623
H 0.91820 1.12081 -0.90973
H -1.84822 0.72309 0.72554
H 2.21815 -0.23888 0.14677
H -1.30190 2.00501 -0.47449


2:
Entry from the OMol25 dataset: one molecule with the formula C4H4O3 (ωB97M-V with the def2-TZVPD basis set).

As for the total charge: 0. The calculation puts the molecular weight at 100.073 Da. As for the SMILES: O=CC(C=O)=CO. As for the spin multiplicity: 1.

Geometry (Å):
O 1.77647 1.64421 -0.87560
O -1.95339 0.67712 0.65189
O -1.16215 -1.80766 0.44211
C 1.49278 0.48791 -0.63834
C -0.76450 0.96394 0.19262
C 0.21065 0.04021 -0.08587
C -0.04407 -1.35701 0.19456
H 2.21134 -0.32938 -0.86539
H 0.83058 -2.03253 0.23002
H -0.57769 2.02828 0.05958
H -2.02004 -0.31509 0.69442


Stability, lowest: 1


1:
Entry from the OMol25 dataset: one molecule with the formula C4H5BrO (ωB97M-V with the def2-TZVPD basis set).

As for the total charge: 0. The calculation puts the molecular weight at 148.987 Da. As for the SMILES: C#CC[C@H](O)Br. As for the spin multiplicity: 1.

Geometry (Å):
Br -1.90677 -0.95787 -0.55492
O 0.66473 -0.97661 -1.82935
C 0.58748 0.73627 -0.06599
C -0.05234 1.00969 1.17985
C -0.80577 1.29559 2.04987
C 0.03282 -0.86713 -0.65440
H 1.69158 0.51462 -0.05915
H 0.42398 1.34046 -0.91790
H 0.21304 -1.75157 0.15014
H 0.69456 -1.92376 -2.07461
H -1.54330 1.58032 2.77646


2:
Entry from the OMol25 dataset: one molecule with the formula C4H5BrO (ωB97M-V with the def2-TZVPD basis set).

As for the total charge: 0. The calculation puts the molecular weight at 148.987 Da. As for the spin multiplicity: 1.

Geometry (Å):
Br 2.64224 0.41241 1.61770
O 0.37493 1.71364 -0.91861
C 0.88071 0.49736 -1.23229
C -0.15541 0.21667 0.81859
C 1.24521 -0.38046 0.79764
C -0.40958 0.61851 -0.57034
H 1.36841 0.34830 -2.09625
H -0.04556 1.20197 1.45772
H -1.32134 0.57067 -1.06374
H 1.19030 -1.42627 0.46430
H -1.11951 -0.41400 1.22387


Stability, lowest: 2


1:
Entry from the OMol25 dataset: a 2-piece molecular cluster, CHBrClNO overall (ωB97M-V with the def2-TZVPD basis set).

As for the total charge: 0. The calculation puts the molecular weight at 158.382 Da. As for the spin multiplicity: 1.

Geometry (Å):
Br -0.79429 -0.76845 -2.46533
Cl 0.96940 0.09137 1.80535
O 1.26013 0.40514 -1.08033
N -0.55661 -0.17752 1.20456
C 0.22514 -0.12947 -1.10988
H -1.10378 0.57894 1.64562


2:
Entry from the OMol25 dataset: a 2-piece molecular cluster, CHBrClNO overall (ωB97M-V with the def2-TZVPD basis set).

As for the total charge: 0. The calculation puts the molecular weight at 158.382 Da. As for the SMILES: N#CCl.OBr. As for the spin multiplicity: 1.

Geometry (Å):
Br -1.55079 -1.05090 -0.84255
Cl -0.15303 2.47888 -0.04271
O -0.70892 -1.32185 0.83082
N 1.43110 0.28855 -0.31089
C 0.70067 1.17064 -0.24839
H 0.28097 -1.56531 0.61372


Stability, lowest: 1